No. 1
Below is C6H8N as an isolated structure, with properties calculated with the ωB97M-V functional and the def2-TZVPD basis.

```
15
Properties=species:S:1:pos:R:3:mulliken_charge:R:1
C 1.449 0.823 -0.590 -0.47
C 2.340 -0.399 -0.361 -0.24
C 0.471 0.277 0.201 0.29
C 1.447 -0.918 0.491 -0.71
C -0.784 0.884 0.756 -0.44
C -1.512 0.205 -0.397 -0.09
N -2.245 -0.877 -0.302 -0.25
H 1.734 1.663 -1.102 0.54
H 3.370 -0.438 -0.558 0.40
H -0.785 0.682 1.846 0.31
H -0.750 1.930 0.692 0.31
H -1.253 0.571 -1.396 0.42
H -2.500 -1.381 -1.063 0.23
H -2.545 -1.287 0.610 0.28
H 1.563 -1.734 1.175 0.41
```

Spin multiplicity: 1
Kohn-Sham gap (spin up / spin down): 7.0596 / 7.0211 eV
Lowest unoccupied orbital energy (spin up / spin down): -5.00 / -5.09 eV
Charge: +1



No. 2
Below is an isolated ion of composition C6H8N and charge +1, with properties calculated with the ωB97M-V functional and the def2-TZVPD basis.

```
15
Properties=species:S:1:pos:R:3:mulliken_charge:R:1
C -3.379 -0.161 0.269 -0.58
C -2.181 -0.350 -0.077 0.01
C -0.996 -0.290 -0.618 -0.10
N 0.228 0.037 0.192 -0.01
C 1.205 1.166 -0.075 -0.37
C 1.722 -0.173 0.130 0.46
C 2.757 -0.930 0.051 -0.77
H -3.828 0.900 -0.047 0.24
H -3.927 -0.953 0.714 0.29
H -0.613 -0.553 -1.530 0.47
H 0.113 0.183 1.187 0.32
H 1.373 2.073 0.660 0.25
H 1.098 1.629 -1.032 0.25
H 2.736 -2.056 0.166 0.24
H 3.691 -0.523 0.009 0.29
```

Spin multiplicity: 1
Kohn-Sham gap: 11.0817 eV
Lowest unoccupied orbital energy: -3.42 eV
SMILES: C=C=C[N@@H+]1CC1=C
Charge: +1



Computed values of energy relative to the best compared isomer or geometry (same formula, charge and spin) (unit: kJ/mol) for the preceding records, in sequence: 540.48, 589.22.
Computed values of largest force on an atom (unit: eV/A) for the preceding records, in sequence: 4.144, 4.710.